No. 1
{
  "formula": "C24H47O50PS11Zr",
  "method": "wB97M-V/def2-TZVPD",
  "relative_energy_ev": 0.000,
  "e_lumo_ev": -0.3,
  "homo_lumo_gap_ev": 7.7,
  "e_tot_ha": -9472.82765,
  "elements": ["Zr", "P", "O", "O", "O", "O", "C", "C", "O", "O", "H", "H", "H", "C", "C", "O", "S", "O", "O", "O", "H", "H", "H", "H", "C", "C", "O", "S", "O", "O", "O", "H", "H", "H", "H", "C", "C", "O", "S", "O", "O", "O", "H", "H", "H", "H", "C", "C", "O", "S", "O", "O", "O", "H", "H", "H", "H", "C", "C", "O", "S", "O", "O", "O", "H", "H", "H", "H", "C", "C", "O", "S", "O", "O", "O", "H", "H", "H", "H", "C", "C", "O", "S", "O", "O", "O", "H", "H", "H", "H", "C", "C", "O", "S", "O", "O", "O", "H", "H", "H", "H", "C", "C", "O", "S", "O", "O", "O", "H", "H", "H", "H", "C", "C", "O", "S", "O", "O", "O", "H", "H", "H", "H", "C", "C", "O", "S", "O", "O", "O", "H", "H", "H", "H"],
  "xyz": [[-0.81, 1.49, -0.55], [-2.04, 2.70, -2.35], [-2.41, 3.49, -3.57], [-0.49, 2.53, -2.25], [-2.22, 1.17, -2.04], [-2.01, 3.04, -0.85], [1.27, -1.75, 1.14], [0.45, -0.61, 0.52], [-0.80, -0.59, 0.23], [0.93, 0.51, 0.35], [0.73, -2.68, 0.95], [1.50, -1.55, 2.19], [2.17, -1.80, 0.53], [-2.12, -4.29, 0.05], [-3.48, -4.30, -0.71], [-3.08, -4.47, -2.00], [-1.68, -3.57, -2.39], [-2.12, -2.14, -2.29], [-0.95, -4.14, -3.53], [-1.11, -4.17, -0.95], [-1.97, -5.17, 0.69], [-1.97, -3.53, 0.81], [-4.01, -3.34, -0.71], [-4.19, -5.02, -0.32], [3.69, 0.54, 4.48], [2.32, 1.18, 4.80], [1.96, 1.68, 3.56], [3.23, 2.52, 2.80], [3.16, 3.92, 3.17], [3.40, 2.18, 1.39], [4.34, 1.60, 3.75], [3.50, -0.38, 3.94], [4.19, 0.39, 5.44], [2.20, 1.92, 5.58], [1.69, 0.31, 5.00], [0.15, -0.63, -6.11], [1.23, 0.46, -5.96], [1.09, 0.90, -4.58], [0.94, -0.42, -3.70], [0.31, -0.20, -2.41], [2.32, -0.89, -3.79], [-0.19, -0.99, -4.83], [0.40, -1.54, -6.67], [-0.73, -0.17, -6.56], [1.07, 1.28, -6.66], [2.24, 0.09, -6.12], [0.80, -6.52, -2.72], [1.61, -7.81, -2.40], [2.61, -7.48, -1.41], [2.27, -6.05, -0.66], [3.40, -5.25, -0.24], [1.25, -6.39, 0.36], [1.49, -5.54, -1.99], [-0.21, -6.54, -2.32], [0.71, -6.35, -3.80], [1.96, -8.36, -3.28], [0.91, -8.53, -1.98], [0.41, 6.52, 1.92], [-0.41, 6.70, 0.58], [-0.36, 5.45, -0.10], [0.99, 4.59, 0.24], [2.03, 5.24, -0.56], [0.75, 3.10, 0.21], [0.96, 5.15, 1.83], [-0.22, 6.55, 2.81], [1.30, 7.15, 1.91], [-0.09, 7.42, -0.18], [-1.46, 6.92, 0.77], [-5.02, -0.01, 2.97], [-4.81, -1.40, 2.34], [-4.43, -1.12, 1.06], [-4.51, 0.46, 0.54], [-5.32, 0.59, -0.67], [-3.12, 0.89, 0.57], [-5.41, 0.78, 1.86], [-4.14, 0.47, 3.42], [-5.75, 0.18, 3.75], [-5.81, -1.85, 2.37], [-4.06, -2.08, 2.75], [3.27, 2.97, -4.78], [3.71, 4.24, -3.99], [3.67, 3.93, -2.56], [3.81, 2.33, -2.37], [2.58, 1.80, -1.81], [5.11, 1.86, -1.85], [3.84, 1.96, -3.95], [3.62, 3.01, -5.81], [2.20, 2.78, -4.82], [2.99, 4.98, -4.33], [4.64, 4.66, -4.38], [-4.09, 4.19, 3.40], [-3.55, 5.13, 2.33], [-2.20, 4.96, 2.61], [-1.74, 3.36, 2.88], [-0.89, 3.14, 4.05], [-1.35, 2.63, 1.63], [-3.28, 3.07, 3.32], [-5.16, 3.96, 3.31], [-4.16, 4.55, 4.43], [-3.91, 6.09, 2.71], [-3.81, 4.92, 1.29], [6.42, -0.98, 2.45], [7.85, -1.43, 2.41], [7.92, -2.60, 1.63], [6.56, -2.71, 0.69], [5.80, -3.87, 1.02], [6.88, -2.53, -0.74], [5.87, -1.36, 1.27], [6.25, 0.01, 2.89], [6.04, -1.65, 3.22], [8.33, -1.49, 3.39], [8.49, -0.70, 1.92], [-3.14, -0.30, -4.95], [-4.35, 0.06, -4.01], [-5.38, -0.76, -4.63], [-4.78, -2.22, -5.09], [-5.51, -2.68, -6.23], [-4.75, -3.10, -3.90], [-3.30, -1.57, -5.52], [-2.30, -0.20, -4.27], [-2.89, 0.47, -5.69], [-4.79, 1.06, -4.08], [-4.09, -0.11, -2.97], [-2.43, -1.20, 6.19], [-0.99, -1.54, 6.48], [-0.33, -0.92, 5.37], [-1.14, -1.19, 3.91], [-0.88, -2.51, 3.35], [-1.19, 0.10, 3.21], [-2.52, -1.29, 4.84], [-2.69, -0.19, 6.51], [-3.13, -1.77, 6.79], [-0.90, -2.61, 6.29], [-0.68, -1.16, 7.45]]
}

=====

No. 2
{
  "formula": "C24H48Br2ClN3O6P2S",
  "method": "wB97M-V/def2-TZVPD",
  "e_lumo_ev": -0.8,
  "homo_lumo_gap_ev": 5.3,
  "e_tot_ha": -8247.68753,
  "elements": ["C", "C", "O", "C", "C", "C", "C", "C", "C", "P", "N", "C", "C", "O", "O", "C", "N", "C", "S", "C", "Br", "C", "C", "C", "O", "C", "C", "C", "C", "O", "N", "C", "Cl", "C", "C", "P", "C", "O", "H", "H", "H", "H", "H", "H", "H", "H", "H", "H", "H", "H", "H", "H", "H", "H", "H", "H", "H", "H", "H", "H", "H", "H", "H", "H", "H", "H", "H", "H", "H", "H", "H", "H", "H", "H", "H", "H", "H", "H", "H", "H", "H", "H", "H", "H", "H", "H", "Br"],
  "xyz": [[-4.52, -0.43, 5.81], [-5.46, -0.03, 4.68], [-5.34, -0.89, 3.56], [-4.30, -0.54, 2.66], [-4.72, -0.95, 1.26], [-3.84, -0.36, 0.16], [-2.34, -0.72, 0.32], [-1.49, 0.43, 0.92], [-0.15, 1.09, 0.43], [-0.54, 2.79, 1.23], [-0.83, 2.75, 2.77], [1.08, 0.56, 1.26], [1.91, 1.46, 2.17], [1.92, 0.79, 3.43], [2.40, 1.69, 4.42], [2.10, -0.24, 0.40], [2.99, -0.91, 1.30], [4.21, -0.74, 1.10], [5.72, -0.75, 0.89], [1.41, -1.20, -0.52], [0.28, -2.44, 0.53], [2.40, -2.17, -1.21], [3.05, -3.33, -0.43], [4.42, -3.63, -1.04], [4.31, -4.17, -2.36], [0.56, -0.41, -1.59], [1.08, -0.51, -3.02], [0.10, -0.63, -4.19], [0.84, -1.10, -5.44], [1.95, -0.29, -5.78], [0.10, 1.02, -1.13], [1.19, 2.02, -1.78], [0.78, 2.54, -3.52], [1.60, 3.38, -1.20], [2.76, 3.43, -0.20], [-1.44, 1.54, -2.18], [-2.59, 0.19, -2.62], [-2.53, 2.33, -1.26], [-4.88, -0.04, 6.76], [-4.49, -1.52, 5.85], [-3.51, -0.08, 5.62], [-5.30, 1.01, 4.38], [-6.49, -0.13, 5.01], [-4.07, 0.52, 2.72], [-3.42, -1.13, 2.95], [-5.75, -0.64, 1.08], [-4.72, -2.04, 1.14], [-4.00, 0.72, 0.06], [-4.20, -0.79, -0.77], [-2.36, -1.52, 1.06], [-2.01, -1.23, -0.57], [-1.24, 0.10, 1.93], [-2.23, 1.21, 1.12], [-1.68, 3.35, 0.63], [0.49, 3.71, 1.04], [-0.71, 1.86, 3.23], [0.72, -0.22, 1.93], [2.94, 1.56, 1.83], [1.57, 2.47, 2.40], [3.30, 1.91, 4.12], [2.72, 0.45, -0.20], [1.78, -2.69, -1.95], [3.18, -1.62, -1.74], [3.20, -3.17, 0.63], [2.48, -4.26, -0.55], [5.02, -2.72, -1.10], [4.96, -4.30, -0.38], [3.57, -4.78, -2.35], [-0.34, -1.02, -1.60], [1.66, -1.42, -3.14], [1.83, 0.22, -3.31], [-0.41, 0.30, -4.45], [-0.61, -1.43, -3.96], [0.15, -1.13, -6.28], [1.16, -2.14, -5.28], [2.74, -0.67, -5.41], [2.11, 1.47, -1.86], [0.78, 4.04, -0.93], [2.03, 3.89, -2.06], [3.32, 2.50, -0.17], [2.46, 3.67, 0.81], [3.46, 4.20, -0.50], [-2.30, -0.84, -2.41], [-2.63, 0.27, -3.71], [-3.59, 0.37, -2.24], [-2.33, 3.27, -1.27], [6.56, -3.07, 2.08]]
}

=====

No. 3
{
  "formula": "C24H48Cl2IO11P",
  "method": "wB97M-V/def2-TZVPD",
  "charge": -2,
  "e_lumo_ev": 3.1,
  "homo_lumo_gap_ev": 4.2,
  "e_tot_ha": -3329.93620,
  "elements": ["C", "C", "P", "I", "C", "O", "O", "C", "Cl", "C", "C", "Cl", "H", "H", "H", "H", "H", "H", "C", "O", "C", "C", "O", "C", "C", "O", "C", "H", "H", "H", "H", "H", "H", "H", "H", "H", "H", "H", "H", "H", "H", "C", "O", "C", "C", "O", "C", "C", "O", "C", "H", "H", "H", "H", "H", "H", "H", "H", "H", "H", "H", "H", "H", "H", "C", "O", "C", "C", "O", "C", "C", "O", "C", "H", "H", "H", "H", "H", "H", "H", "H", "H", "H", "H", "H", "H", "H"],
  "xyz": [[0.80, -1.45, 5.81], [1.49, -1.84, 4.78], [2.56, -2.35, 3.26], [3.69, -0.09, 3.20], [1.68, -4.07, 3.07], [0.39, -4.11, 3.12], [2.52, -5.18, 2.87], [4.03, -3.02, 4.25], [5.71, -2.42, 3.67], [4.09, -3.89, 5.35], [2.80, -4.47, 6.02], [5.75, -4.38, 6.06], [-0.07, -1.31, 6.56], [3.27, -2.67, 2.02], [1.47, -1.83, 2.44], [3.18, -5.13, 6.90], [2.13, -3.70, 6.58], [2.18, -5.21, 5.39], [-0.50, -4.27, 0.24], [0.31, -5.20, -0.44], [1.00, -6.06, 0.46], [1.03, -7.49, -0.06], [-0.23, -8.17, -0.03], [-1.25, -7.70, -0.91], [-0.97, -7.94, -2.40], [0.06, -7.07, -2.87], [0.98, -7.71, -3.74], [0.10, -3.44, 0.61], [-1.23, -3.88, -0.48], [-1.06, -4.73, 1.05], [0.55, -6.05, 1.46], [2.03, -5.69, 0.55], [1.69, -8.07, 0.60], [1.47, -7.56, -1.06], [-1.49, -6.66, -0.71], [-2.14, -8.28, -0.66], [-1.87, -7.71, -2.98], [-0.71, -8.99, -2.56], [1.27, -8.70, -3.36], [1.88, -7.09, -3.79], [0.54, -7.80, -4.74], [-2.76, 3.62, 3.47], [-1.98, 3.47, 2.30], [-0.58, 3.33, 2.57], [0.05, 2.28, 1.67], [-0.31, 0.93, 1.97], [-1.67, 0.56, 1.72], [-2.05, 0.52, 0.24], [-2.16, 1.84, -0.30], [-1.61, 1.95, -1.59], [-2.71, 4.65, 3.83], [-3.80, 3.39, 3.21], [-2.46, 2.92, 4.26], [-0.40, 3.07, 3.62], [-0.12, 4.31, 2.38], [1.14, 2.32, 1.83], [-0.10, 2.50, 0.62], [-2.36, 1.17, 2.30], [-1.75, -0.46, 2.10], [-3.04, 0.05, 0.14], [-1.33, -0.09, -0.31], [-0.64, 1.44, -1.67], [-1.44, 3.02, -1.79], [-2.31, 1.56, -2.34], [-3.01, 7.05, -5.43], [-1.65, 6.85, -5.13], [-0.80, 7.90, -5.57], [0.26, 8.23, -4.53], [-0.22, 8.87, -3.34], [-1.06, 8.09, -2.48], [-0.35, 6.95, -1.77], [-0.04, 5.89, -2.68], [1.24, 5.33, -2.48], [-3.21, 6.80, -6.48], [-3.60, 6.39, -4.79], [-3.32, 8.08, -5.22], [-1.38, 8.81, -5.79], [-0.32, 7.57, -6.49], [0.96, 8.95, -4.98], [0.86, 7.36, -4.27], [-1.95, 7.76, -3.00], [-1.39, 8.79, -1.71], [-1.01, 6.53, -1.01], [0.55, 7.32, -1.28], [2.00, 6.10, -2.32], [1.51, 4.78, -3.38], [1.22, 4.64, -1.63]]
}

=====

No. 4
{
  "formula": "C24H48FN3O8PbS",
  "method": "wB97M-V/def2-TZVPD",
  "charge": 2,
  "e_lumo_ev": -10.8,
  "homo_lumo_gap_ev": 2.5,
  "e_tot_ha": -2399.05425,
  "elements": ["C", "O", "C", "C", "C", "C", "C", "C", "C", "C", "C", "C", "C", "C", "C", "C", "C", "N", "O", "C", "C", "O", "C", "C", "C", "N", "O", "N", "C", "C", "C", "O", "O", "S", "O", "O", "F", "H", "H", "H", "H", "H", "H", "H", "H", "H", "H", "H", "H", "H", "H", "H", "H", "H", "H", "H", "H", "H", "H", "H", "H", "H", "H", "H", "H", "H", "H", "H", "H", "H", "H", "H", "H", "H", "H", "H", "H", "H", "H", "H", "H", "H", "H", "H", "H", "Pb"],
  "xyz": [[5.53, 1.18, 2.56], [4.93, 2.39, 1.96], [5.32, 2.46, 0.53], [4.41, 1.39, -0.34], [5.30, 0.10, -0.92], [4.28, -1.14, -1.37], [3.18, -0.63, -2.51], [2.54, -1.85, -3.40], [0.99, -2.27, -2.98], [0.89, -2.66, -1.37], [0.39, -1.32, -0.57], [-1.19, -1.41, -0.03], [-1.12, -1.87, 1.54], [-0.45, -0.77, 2.56], [0.58, -1.50, 3.61], [-0.01, -2.85, 4.32], [0.98, -4.18, 4.14], [1.03, -4.71, 2.72], [-1.76, -0.08, -0.27], [-3.12, 0.06, 0.28], [-3.64, 1.60, -0.13], [-4.81, 1.84, 0.78], [-2.54, 2.77, 0.28], [-3.06, 4.31, -0.02], [-1.88, 5.42, 0.33], [-0.98, 5.27, 1.57], [-1.68, 6.52, -0.41], [-4.17, 1.70, -1.53], [-3.10, 1.79, -2.59], [-3.29, 0.78, -3.87], [-4.78, 0.77, -4.54], [-4.87, 0.33, -5.82], [-6.05, 1.14, -3.89], [-4.34, -1.24, -0.28], [-5.82, -0.96, 0.18], [-4.43, -1.43, -1.83], [-3.99, -2.84, 0.35], [5.48, 1.25, 3.74], [4.83, 0.27, 2.26], [6.62, 0.99, 2.17], [5.13, 3.56, 0.14], [6.46, 2.24, 0.34], [3.54, 1.05, 0.37], [3.94, 1.99, -1.22], [5.90, 0.46, -1.88], [5.99, -0.30, -0.06], [4.88, -2.08, -1.76], [3.72, -1.45, -0.37], [2.40, 0.09, -2.02], [3.81, 0.04, -3.27], [2.52, -1.47, -4.53], [3.28, -2.78, -3.40], [0.74, -3.24, -3.62], [0.22, -1.44, -3.31], [2.01, -2.86, -1.03], [0.26, -3.62, -1.16], [0.39, -0.43, -1.37], [1.15, -1.05, 0.29], [-1.67, -2.27, -0.66], [-2.16, -2.17, 2.01], [-0.46, -2.86, 1.57], [0.09, 0.08, 1.92], [-1.34, -0.22, 3.12], [0.81, -0.69, 4.46], [1.58, -1.74, 3.05], [-1.12, -3.12, 4.03], [-0.02, -2.64, 5.50], [2.08, -3.92, 4.45], [0.49, -5.03, 4.81], [1.48, -5.65, 2.66], [1.55, -4.01, 2.13], [-3.14, 0.05, 1.47], [-5.28, 2.69, 0.52], [-2.23, 2.64, 1.42], [-1.52, 2.65, -0.32], [-4.01, 4.55, 0.65], [-3.31, 4.42, -1.18], [-0.25, 6.03, 1.56], [-0.48, 4.35, 1.40], [-4.75, 2.58, -1.62], [-3.15, 2.90, -3.03], [-2.00, 1.65, -2.21], [-2.87, -0.28, -3.58], [-2.55, 1.19, -4.72], [-6.57, 0.29, -3.66], [-1.67, -0.78, 4.85]]
}

=====

No. 5
{
  "formula": "C24H48N4O15",
  "method": "wB97M-V/def2-TZVPD",
  "e_lumo_ev": 0.3,
  "homo_lumo_gap_ev": 9.6,
  "smiles": "[H]/N=C(/N)NCCCCN(CC=O)C(=O)O.CCOC(=O)OC.CCOC(=O)OC.CCOC(=O)OC.CCOC(=O)OC",
  "e_tot_ha": -2290.96458,
  "elements": ["N", "C", "N", "N", "C", "C", "C", "C", "N", "C", "C", "O", "C", "O", "O", "H", "H", "H", "H", "H", "H", "H", "H", "H", "H", "H", "H", "H", "H", "H", "H", "C", "C", "O", "C", "O", "O", "C", "H", "H", "H", "H", "H", "H", "H", "H", "C", "C", "O", "C", "O", "O", "C", "H", "H", "H", "H", "H", "H", "H", "H", "C", "C", "O", "C", "O", "O", "C", "H", "H", "H", "H", "H", "H", "H", "H", "C", "C", "O", "C", "O", "O", "C", "H", "H", "H", "H", "H", "H", "H", "H"],
  "xyz": [[-1.72, -5.71, -0.18], [-1.22, -4.90, -1.02], [-2.04, -4.25, -1.93], [0.15, -4.49, -1.13], [0.76, -4.05, 0.13], [0.01, -2.86, 0.70], [0.74, -2.24, 1.89], [0.08, -0.93, 2.36], [-0.48, -1.06, 3.72], [0.51, -0.93, 4.78], [1.13, 0.44, 4.94], [0.84, 1.38, 4.25], [-1.68, -0.34, 3.91], [-2.04, 0.62, 3.30], [-2.47, -0.88, 4.87], [-1.01, -6.04, 0.46], [-1.64, -4.22, -2.86], [-2.95, -4.69, -1.96], [0.69, -5.24, -1.55], [1.78, -3.76, -0.11], [0.81, -4.85, 0.88], [-0.98, -3.19, 1.04], [-0.14, -2.12, -0.08], [0.75, -2.95, 2.71], [1.78, -2.05, 1.62], [-0.74, -0.66, 1.70], [0.79, -0.11, 2.32], [1.31, -1.65, 4.61], [0.08, -1.20, 5.75], [1.88, 0.52, 5.76], [-2.04, -1.66, 5.25], [0.65, 3.91, 1.16], [0.34, 2.44, 1.34], [-0.03, 1.82, 0.09], [0.99, 1.48, -0.70], [2.16, 1.60, -0.45], [0.49, 0.97, -1.83], [1.47, 0.54, -2.77], [-0.19, 4.43, 0.69], [0.83, 4.37, 2.14], [1.54, 4.05, 0.55], [-0.52, 2.29, 1.98], [1.19, 1.91, 1.77], [2.18, -0.15, -2.30], [2.02, 1.39, -3.18], [0.92, 0.04, -3.56], [1.68, -5.46, -7.48], [2.82, -6.12, -6.73], [2.52, -6.23, -5.32], [1.74, -7.25, -4.99], [1.29, -8.09, -5.73], [1.54, -7.21, -3.67], [0.69, -8.25, -3.16], [1.44, -4.49, -7.03], [1.98, -5.30, -8.52], [0.79, -6.09, -7.47], [3.72, -5.51, -6.76], [3.04, -7.11, -7.12], [1.04, -9.23, -3.46], [-0.33, -8.11, -3.50], [0.74, -8.15, -2.08], [-3.72, 2.48, 5.51], [-5.03, 1.83, 5.14], [-6.15, 2.41, 5.84], [-6.60, 3.56, 5.34], [-6.20, 4.12, 4.36], [-7.61, 3.98, 6.12], [-8.20, 5.21, 5.70], [-3.58, 2.46, 6.59], [-2.91, 1.93, 5.03], [-3.69, 3.52, 5.18], [-5.05, 0.78, 5.43], [-5.21, 1.89, 4.07], [-8.49, 5.16, 4.65], [-7.49, 6.03, 5.83], [-9.06, 5.35, 6.33], [2.99, 4.35, -2.23], [2.51, 5.78, -2.14], [3.59, 6.72, -2.29], [3.99, 6.94, -3.54], [3.50, 6.47, -4.54], [5.00, 7.81, -3.51], [5.53, 8.14, -4.80], [3.78, 4.16, -1.49], [2.17, 3.67, -2.01], [3.38, 4.13, -3.22], [2.09, 6.00, -1.16], [1.75, 5.99, -2.90], [4.74, 8.48, -5.47], [6.03, 7.28, -5.24], [6.25, 8.94, -4.62]]
}